No. 1
C46H55IN6O4PbSeSi4Te | ωB97M-V/def2-TZVPD

Positions of all 119 atoms, in Å:
Pb1 14.3650 13.0983 13.5126
O1 7.4248 13.7342 14.4158
C1 7.9715 12.6199 14.3807
O2 7.5018 11.5474 13.9926
C2 9.3706 12.5920 14.7990
C3 10.1186 11.3874 14.8975
C4 11.4926 11.4045 15.0623
N1 12.2210 12.5968 15.1244
C5 11.5241 13.7296 15.1880
C6 10.1283 13.7698 14.9337
C7 12.2075 14.9983 15.4919
C8 11.4407 15.9857 16.1781
C9 12.0388 17.2032 16.5012
C10 13.3891 17.3538 16.2556
C11 14.0584 16.3082 15.6052
N2 13.4870 15.2044 15.1969
C12 12.1588 10.1360 15.4881
C13 11.2941 9.2497 16.1575
C14 11.8507 8.0545 16.5876
C15 13.1928 7.7876 16.3339
C16 13.9953 8.7899 15.7585
N3 13.4849 9.9641 15.3110
H1 9.5911 10.4644 14.8123
H2 9.5810 14.7281 14.9574
H3 10.3700 15.8549 16.4195
H4 11.4525 18.0092 16.9603
H5 13.8906 18.2940 16.5211
H6 15.1141 16.5161 15.3619
H7 10.2851 9.5733 16.2973
H8 11.2892 7.3340 17.1840
H9 13.7488 6.8694 16.6593
H10 15.0439 8.6546 15.6228
Se1 17.3934 14.0099 13.6536
C17 17.8471 12.8808 12.2296
N4 18.1591 12.1620 11.3269
I1 11.5188 13.8635 11.5420
C18 13.0163 15.4256 11.5432
C19 12.7703 16.5041 10.6281
C20 13.6635 17.5347 10.5626
C21 14.7563 17.4996 11.5109
C22 14.9780 16.3557 12.2303
N5 14.0458 15.3641 12.3459
H11 11.9000 16.4533 10.0351
H12 13.6220 18.3014 9.7979
H13 15.4688 18.3338 11.5670
H14 15.9481 16.2369 12.7553
C23 8.1631 8.1370 10.4314
C24 9.5381 7.6352 10.6847
C25 9.7248 6.2313 10.7477
C26 10.9614 5.7369 11.1329
C27 12.0467 6.6050 11.2699
C28 11.8936 8.0046 11.1106
N6 13.0693 8.7360 11.2259
C29 13.8733 8.9685 10.1146
C30 13.8414 8.0996 8.9701
C31 14.5388 8.4051 7.8476
C32 15.4578 9.4741 7.8484
C33 15.5584 10.3313 8.9563
C34 14.7707 10.0822 10.1396
C35 14.6665 11.0694 11.2683
O3 15.0822 12.2526 11.1603
O4 14.1856 10.6649 12.3914
C36 10.6641 8.5510 10.7372
C37 10.5724 10.0100 10.4719
H15 7.3438 7.3793 10.5707
H16 8.0119 8.5537 9.4396
H17 7.9328 8.9375 11.1157
H18 8.8429 5.6304 10.5460
H19 11.0423 4.6437 11.2645
H20 13.0538 6.2041 11.3563
H21 13.3113 9.2831 12.0854
H22 13.1905 7.2168 8.9377
H23 14.3920 7.7840 6.9097
H24 16.1282 9.6937 7.0180
H25 16.3453 11.0845 9.0051
H26 9.8128 10.2548 9.7251
H27 11.5435 10.3646 10.1121
H28 10.3190 10.6369 11.4604
C38 17.8822 10.4424 20.6981
Si1 19.1129 11.1151 19.4290
C39 19.2555 9.8932 18.0268
C40 20.7833 11.1878 20.2475
Si2 18.4985 13.2563 18.5149
Te1 16.4754 13.1151 17.1383
Si3 19.8690 14.0212 16.7566
C41 20.1279 12.7370 15.3487
C42 21.5400 14.4959 17.5102
C43 19.0332 15.5624 16.1000
Si4 18.3936 14.9893 20.1181
C44 18.0290 16.7293 19.4492
C45 19.9509 14.9638 21.1606
C46 16.8812 14.4594 21.0702
H29 17.9009 9.3293 20.5942
H30 16.7943 10.6967 20.5910
H31 18.2449 10.7006 21.7119
H32 19.0894 8.9019 18.5565
H33 20.1922 9.8587 17.4652
H34 18.4446 9.9854 17.2746
H35 20.9394 12.1389 20.6393
H36 21.4980 10.9134 19.4976
H37 20.8677 10.4986 21.1169
H38 21.0320 12.1515 15.4768
H39 20.2840 13.2049 14.3546
H40 19.2102 12.0587 15.2929
H41 21.8551 13.8538 18.3537
H42 21.5637 15.5423 17.8143
H43 22.3356 14.3631 16.7286
H44 17.9394 15.5940 16.3494
H45 19.2083 15.6755 15.0170
H46 19.4611 16.4188 16.6396
H47 18.9525 17.2057 19.1457
H48 17.6286 17.2625 20.3621
H49 17.3199 16.7011 18.6041
H50 20.9070 15.0557 20.5947
H51 19.9664 14.0044 21.7754
H52 19.8059 15.8661 21.7798
H53 15.9872 14.1546 20.5012
H54 16.6317 15.3027 21.7699
H55 17.0512 13.6441 21.8033

The HOMO-LUMO gap is 4.70 eV. As for the total charge: -2.

No. 2
C46H55N3OP2S2SrTe | ωB97M-V/def2-TZVPD

Positions of all 111 atoms, in Å:
Sr1 -0.0197 -0.5370 0.0878
C1 1.3357 -1.6371 4.6734
C2 0.5093 -1.3432 3.4416
N1 1.0589 -1.0131 2.3159
N2 2.4820 -1.0384 2.3888
C3 3.1771 -0.6217 1.3890
S1 2.8345 0.1471 -0.1401
S2 4.9196 -0.9388 1.7566
C4 5.5989 0.6656 1.3282
C5 5.4731 1.7462 2.3810
C6 6.3454 2.8298 2.3573
C7 6.2055 3.8843 3.2491
C8 5.1803 3.8653 4.1837
C9 4.3095 2.7852 4.2196
C10 4.4537 1.7298 3.3304
C11 -0.9728 -1.4900 3.6265
C12 -1.4471 -1.7170 4.9311
C13 -2.7664 -1.9996 5.2160
C14 -3.6725 -2.0988 4.1554
C15 -3.2648 -1.8672 2.8691
C16 -1.9280 -1.5005 2.5646
O1 -1.6203 -1.2025 1.3605
H1 2.3916 -1.6739 4.4395
H2 1.0225 -2.5846 5.1103
H3 1.1637 -0.8548 5.4169
H4 5.0759 0.9929 0.4230
H5 6.6465 0.5239 1.0557
H6 7.1372 2.8525 1.6166
H7 6.8930 4.7198 3.2079
H8 5.0578 4.6872 4.8779
H9 3.5007 2.7608 4.9393
H10 3.7683 0.8930 3.3590
H11 -0.7566 -1.6675 5.7599
H12 -3.0815 -2.1636 6.2391
H13 -4.7062 -2.3662 4.3481
H14 -3.9459 -1.9452 2.0322
C17 -0.7881 -2.9192 -3.6261
C18 -1.4991 -1.6168 -3.9858
C19 -1.3810 -1.3755 -5.4929
P1 -0.9310 -0.2386 -2.8553
C20 0.1855 0.8069 -3.8996
C21 0.4072 2.1498 -3.2058
C22 1.5241 0.0987 -4.1010
C23 -2.4141 0.8275 -2.6548
C24 -3.2977 1.0310 -3.7074
C25 -4.4290 1.8278 -3.6072
C26 -4.6632 2.4508 -2.3834
C27 -3.8153 2.2807 -1.3133
C28 -2.6484 1.4646 -1.3869
N3 -1.7518 1.3506 -0.3884
C29 -2.0789 1.8072 0.8900
C30 -3.2398 1.3826 1.5566
C31 -3.5648 1.8584 2.8070
C32 -2.7462 2.7934 3.4387
C33 -1.5785 3.1871 2.8126
C34 -1.1971 2.6797 1.5659
P2 0.3419 3.1424 0.6771
C35 -0.0248 4.9038 0.1856
C36 -1.4166 4.9757 -0.4484
C37 1.0029 5.4102 -0.8273
C38 1.6903 3.2487 1.9581
C39 2.9685 3.7270 1.2575
C40 1.5229 4.0311 3.2607
H15 -1.1890 -3.7450 -4.2212
H16 -0.9033 -3.1903 -2.5741
H17 0.2832 -2.8532 -3.8362
H18 -2.5600 -1.7245 -3.7337
H19 -0.3367 -1.3172 -5.8048
H20 -1.8725 -0.4675 -5.8403
H21 -1.8262 -2.2174 -6.0314
H22 -0.2958 0.9824 -4.8681
H23 0.8565 2.0219 -2.2177
H24 -0.5295 2.6898 -3.0621
H25 1.0807 2.7711 -3.8042
H26 2.0111 -0.0858 -3.1402
H27 2.1978 0.7197 -4.6988
H28 1.4248 -0.8650 -4.6018
H29 -3.1005 0.5377 -4.6524
H30 -5.0996 1.9542 -4.4473
H31 -5.5302 3.0935 -2.2614
H32 -4.0289 2.7967 -0.3877
H33 -3.8645 0.6481 1.0654
H34 -4.4542 1.4846 3.3016
H35 -3.0093 3.1924 4.4110
H36 -0.9536 3.9265 3.2923
H37 -0.0107 5.5453 1.0769
H38 -1.5083 4.2737 -1.2806
H39 -1.5948 5.9826 -0.8371
H40 -2.2082 4.7332 0.2581
H41 1.0996 4.6996 -1.6507
H42 1.9966 5.5554 -0.4038
H43 0.6742 6.3648 -1.2483
H44 1.8368 2.1889 2.2070
H45 2.9591 4.8158 1.1510
H46 3.0944 3.2752 0.2734
H47 3.8443 3.4700 1.8620
H48 1.0995 5.0266 3.0938
H49 2.5040 4.1710 3.7260
H50 0.8927 3.5127 3.9810
Te1 -1.1497 -4.3363 0.3027
C41 -0.5556 -6.1178 -0.6683
C42 0.7942 -6.4664 -0.8040
C43 1.1821 -7.6434 -1.4292
C44 0.2346 -8.5181 -1.9439
C45 -1.1090 -8.1883 -1.8239
C46 -1.4949 -7.0102 -1.1998
H51 1.5469 -5.7966 -0.4093
H52 2.2396 -7.8746 -1.5111
H53 0.5369 -9.4370 -2.4341
H54 -1.8693 -8.8539 -2.2212
H55 -2.5465 -6.7666 -1.1174

The HOMO-LUMO gap is 5.18 eV. As for the total charge: -2.

Relative energy (zero: lowest compared OMol25 entry of this formula, charge and spin) in kJ/mol, matching the order above: 130.9; 66.7
Electronic energy in eV, matching the order above: -183228.709; -103494.122
HOMO level in eV, matching the order above: -1.4; -1.2